No. 1
{"formula": "C4H4N2", "method": "ωB97M-V/def2-TZVPD", "gap_ev": 9.73, "relative_energy_kcal_mol": 78.57, "fmax_ev_per_a": 2.6, "homo_ev": -10.226, "total_energy_ha": -264.20122, "species": ["N", "N", "C", "C", "C", "C", "H", "H", "H", "H"], "coordinates": [[1.8292, 0.2694, -0.1822], [1.2536, 1.0271, 0.7214], [-0.9986, 0.0993, 0.1728], [-0.0186, 0.9045, 0.8734], [2.2761, -0.5474, -0.9116], [-0.7094, -0.8718, -0.7065], [-2.0373, 0.3201, 0.4113], [-0.3886, 1.5746, 1.6405], [0.2874, -1.3074, -0.8651], [-1.4938, -1.4684, -1.1540]]}


No. 2
{"formula": "C39H60ClN8O6PS", "method": "ωB97M-V/def2-TZVPD", "gap_ev": 7.85, "smiles": "CC(=O)OCCCc1nc2c(Cl)c(CCC(C)C)c(P(O)(O)=S)cc2nc1CON=O.CCCC#N.CCCC#N.CCCC#N.CCCC#N.CCCC#N", "fmax_ev_per_a": 2.1, "homo_ev": -8.977, "total_energy_ha": -3611.22544, "species": ["Cl", "S", "P", "O", "O", "O", "O", "O", "O", "N", "N", "N", "N", "N", "N", "N", "N", "C", "C", "C", "C", "C", "C", "C", "C", "C", "C", "C", "C", "C", "C", "C", "C", "C", "C", "C", "C", "C", "C", "C", "C", "C", "C", "C", "C", "C", "C", "C", "C", "C", "C", "C", "C", "C", "C", "C", "H", "H", "H", "H", "H", "H", "H", "H", "H", "H", "H", "H", "H", "H", "H", "H", "H", "H", "H", "H", "H", "H", "H", "H", "H", "H", "H", "H", "H", "H", "H", "H", "H", "H", "H", "H", "H", "H", "H", "H", "H", "H", "H", "H", "H", "H", "H", "H", "H", "H", "H", "H", "H", "H", "H", "H", "H", "H", "H", "H"], "coordinates": [[-2.5400, -2.9964, 2.6452], [-0.0973, 1.8420, -0.2040], [-1.4005, 0.9007, -1.2579], [-2.3484, 2.0502, -1.9526], [-0.7483, 0.0948, -2.5313], [-8.6867, 0.2967, 0.1965], [-4.3109, -5.8745, -0.3024], [-6.2125, -6.4825, 0.7871], [-7.9283, 1.7429, 1.5595], [-6.1393, -0.5353, -0.1420], [-5.2431, -2.4740, 1.8306], [-5.5200, 2.8648, 7.5879], [3.3331, 2.2724, -2.9423], [6.4280, 1.5223, -6.4739], [-8.5745, 0.7720, 1.5130], [3.1205, 1.8713, 1.5600], [10.6871, -0.8299, -0.8342], [10.8102, 1.7537, -0.3884], [-6.9285, -1.3128, 0.5603], [1.0335, 2.9877, -4.0050], [-6.8112, 3.2398, 4.1130], [-6.8619, -4.6331, 2.2836], [-4.3805, -1.6952, 1.1256], [10.9809, 2.5137, -1.7081], [5.4844, 4.1824, -0.1834], [-6.5359, 3.0785, 7.0886], [-7.5069, -3.2090, 2.2811], [6.7958, 0.3851, -3.2166], [3.1130, 2.9631, 1.1974], [-4.8353, -0.7823, 0.1687], [-2.5048, -0.1859, -0.2784], [-4.8484, -6.3999, 0.6387], [3.1226, 4.3728, 0.7504], [-2.9752, -1.8445, 1.3865], [4.0352, 4.5595, -0.4673], [12.2573, 2.1347, -2.4506], [5.6734, 0.3342, -4.2565], [-8.4483, -1.1399, 0.3031], [0.6033, -2.6006, 3.4935], [-7.8333, 3.3520, 6.4449], [-3.9765, -7.0226, 1.7367], [2.3204, 2.5857, -3.3924], [1.0232, -4.7014, 2.1748], [-0.4918, -1.2967, 0.9252], [-7.8858, 2.7099, 5.0546], [-6.8086, -5.1753, 0.8403], [1.0144, -3.1304, 2.0838], [6.0968, 0.9989, -5.5018], [-2.0067, -1.1424, 0.7083], [8.0682, -0.3199, -3.6747], [-6.5090, -2.2974, 1.5312], [0.9250, 2.3983, -5.4148], [0.0356, -2.7622, 0.9205], [2.0326, 2.8783, -6.3479], [10.7413, 0.3031, -0.6384], [-3.8414, -0.0357, -0.5342], [3.0180, 2.5684, -5.9954], [-0.0165, -5.0561, 2.0633], [-8.7435, -1.5504, -0.6687], [6.1018, 4.3574, -1.0658], [3.6675, 3.9569, -1.2997], [-4.5824, -7.4030, 2.5722], [-0.2678, -1.9407, 3.5030], [-0.7661, -3.5121, 0.8747], [10.9938, 3.5855, -1.4995], [9.8928, 2.0673, 0.1112], [0.6109, -2.9020, -0.0143], [0.9768, 4.0769, -4.0393], [-6.9076, 2.7769, 3.1339], [-8.8683, 2.8973, 4.6153], [10.1220, 2.3234, -2.3560], [-7.8414, -5.3007, 0.4753], [7.0303, 1.4263, -2.9813], [-8.4464, -3.3127, 1.7216], [8.8272, -0.2838, -2.8924], [4.7869, 0.8405, -3.8739], [0.9536, 1.3076, -5.3602], [-1.0106, -0.8382, -2.5074], [-5.8917, -4.6548, 2.7927], [-2.6674, 1.7390, -2.8147], [1.7106, -5.1647, 1.4526], [7.8720, -1.3688, -3.9071], [-7.6503, -2.8197, 3.2977], [-6.3049, -4.4981, 0.1333], [8.4935, 0.1548, -4.5615], [1.4508, -1.9966, 3.8711], [2.1038, 4.6679, 0.4950], [-0.0431, 2.6738, -5.8391], [12.3519, 2.7192, -3.3662], [2.0387, -2.8434, 1.8051], [-8.6280, 2.9520, 7.0757], [0.5035, -3.4232, 4.2172], [6.4432, -0.0801, -2.2939], [-3.4458, -7.8909, 1.3136], [-0.2284, -0.7178, 1.8223], [12.2571, 1.0814, -2.7362], [1.3382, -5.0447, 3.1752], [5.8915, 4.7764, 0.6389], [2.0268, 3.9670, -6.4359], [-9.0579, -1.4759, 1.1488], [3.4567, 4.9933, 1.5840], [1.8988, 2.4578, -7.3450], [5.4061, -0.7004, -4.4805], [-4.1721, 0.6702, -1.2989], [-7.9705, 4.4321, 6.3725], [0.2143, 2.6269, -3.3766], [-0.0001, -0.7849, 0.0863], [-7.7767, 1.6265, 5.1460], [-5.8080, 3.0167, 4.4816], [-6.8981, 4.3219, 3.9883], [-3.2223, -6.3089, 2.0940], [13.1399, 2.3234, -1.8353], [11.6467, 1.9566, 0.2823], [-7.5801, -5.2807, 2.8185], [5.5792, 3.1263, 0.0757], [3.9951, 5.6039, -0.7860]]}


No. 3
{"formula": "C31H31N7O4PdS3Si", "method": "ωB97M-V/def2-TZVPD", "gap_ev": 6.10, "relative_energy_kcal_mol": 34.88, "charge": 2, "fmax_ev_per_a": 1.1, "homo_ev": -13.727, "total_energy_ha": -3495.60833, "species": ["Pd", "S", "S", "S", "Si", "O", "O", "O", "O", "N", "N", "N", "N", "N", "N", "N", "C", "C", "C", "C", "C", "C", "C", "C", "C", "C", "C", "C", "C", "C", "C", "C", "C", "C", "C", "C", "C", "C", "C", "C", "C", "C", "C", "C", "C", "C", "C", "H", "H", "H", "H", "H", "H", "H", "H", "H", "H", "H", "H", "H", "H", "H", "H", "H", "H", "H", "H", "H", "H", "H", "H", "H", "H", "H", "H", "H", "H", "H"], "coordinates": [[0.3947, 0.2037, -0.0112], [3.3593, -2.0110, 2.6712], [2.0716, 1.6282, -0.9789], [-0.8745, -1.0392, 1.6254], [-2.4669, 0.0422, 4.7402], [-2.8518, -3.0857, -5.9814], [-1.5247, -4.1195, -7.3307], [-1.2760, -1.9664, -1.4160], [0.8028, -1.1108, -1.4978], [1.9154, -0.3971, 1.2540], [0.3523, 1.3703, -3.1081], [2.4395, 1.1279, -3.6166], [2.2383, -2.5568, 0.3437], [-0.4233, 1.3939, 1.3433], [-1.0922, 0.8472, -1.2770], [-1.7743, -3.5458, -6.2968], [-2.9384, -1.6295, 4.0585], [3.6778, 0.1507, 4.4138], [3.1356, -0.3909, 3.2592], [3.4788, 1.4970, 4.6584], [0.1267, -2.5212, -3.2588], [0.6164, -3.7404, -5.7152], [3.8914, 1.0068, -3.4906], [-1.7344, 2.5049, 3.4085], [2.3806, 0.3596, 2.3599], [-0.9284, -2.7572, -4.1294], [0.4159, 1.0962, -4.4745], [-3.9615, 0.9584, 5.3647], [1.6084, 1.3649, -2.5995], [-3.4035, 1.4441, -1.3944], [-3.1582, 2.2189, -2.5150], [-0.8780, 1.5176, -2.4202], [2.7938, 2.2775, 3.7321], [-0.6551, -3.3429, -5.3481], [-1.1272, -0.0914, 6.0269], [-1.1479, 3.3266, 2.4320], [1.6616, -3.5124, -4.8306], [-1.7100, 1.1184, 3.3427], [1.4217, -2.8879, -3.6158], [-0.2009, -1.8606, -1.9554], [2.4235, -1.6257, 1.2686], [1.7163, 0.9578, -4.7823], [-2.3476, 0.7873, -0.7998], [-1.8781, 2.2421, -3.0417], [-1.0387, 0.6100, 2.2265], [2.2554, 1.7249, 2.5818], [-0.4794, 2.7387, 1.3931], [-3.5889, -2.1230, 4.7852], [-0.2411, -0.5885, 5.6247], [2.1925, 0.7519, -5.7244], [-1.9427, -2.4961, -3.8642], [-2.2412, 2.9845, 4.2381], [2.6637, -3.8209, -5.0949], [-1.2019, 4.4036, 2.4996], [-0.8275, 0.8944, 6.3885], [-2.0781, -2.2858, 3.9127], [2.6940, 3.3416, 3.8987], [0.7724, -4.2142, -6.6736], [-4.3941, 1.3455, -0.9753], [-4.6736, 1.1696, 4.5646], [0.0346, 3.2820, 0.6113], [-4.4762, 0.3432, 6.1058], [2.2484, -2.6935, -2.9437], [-3.4966, -1.5686, 3.1224], [2.5993, -3.4843, 0.4874], [-0.4662, 1.0044, -5.0820], [4.2565, -0.4609, 5.0929], [-1.6468, 2.8017, -3.9369], [4.3196, 0.9858, -4.4880], [4.1360, 0.0874, -2.9620], [-3.7062, 1.8991, 5.8559], [-2.4892, 0.1580, 0.0670], [-1.4719, -0.6697, 6.8863], [4.2889, 1.8593, -2.9469], [1.7921, 2.3725, 1.8577], [3.8900, 1.9487, 5.5500], [1.6992, -2.3301, -0.4844], [-3.9520, 2.7787, -2.9909]]}


No. 4
{"formula": "C4H24N2O7", "method": "ωB97M-V/def2-TZVPD", "gap_ev": 9.41, "relative_energy_kcal_mol": 34.65, "smiles": "C[C@@H](O)CNCN.O.O.O.O.O.O", "fmax_ev_per_a": 1.1, "homo_ev": -9.128, "total_energy_ha": -802.97575, "species": ["O", "O", "O", "O", "O", "O", "O", "N", "N", "C", "C", "C", "C", "H", "H", "H", "H", "H", "H", "H", "H", "H", "H", "H", "H", "H", "H", "H", "H", "H", "H", "H", "H", "H", "H", "H", "H"], "coordinates": [[2.7926, 3.1324, -0.5355], [1.1131, 1.0729, -3.3040], [1.1407, -0.3731, 2.1962], [2.0678, -2.0959, 0.2367], [-3.1039, 2.9629, -0.8010], [-0.3004, 3.1775, -1.4415], [1.1274, -4.1037, -1.5327], [-0.8789, -0.8908, -1.4652], [-1.2965, 0.1238, 0.7155], [-1.0922, -1.0361, 1.5669], [0.0677, -1.8606, 3.6685], [-0.1785, -0.6816, 2.7330], [-1.8157, -0.2075, -0.6303], [-0.5202, -1.7375, 0.9580], [1.7481, 1.7473, -3.5581], [-1.9847, -1.6165, 1.8416], [1.5997, -1.8373, 1.0421], [-0.6174, -1.8648, 4.5188], [2.9579, 2.4852, -1.2273], [-1.9727, 0.7483, -1.1084], [-1.8920, 0.8106, 1.1627], [-3.5828, 3.0188, -1.6335], [-0.4796, 0.2281, 3.2517], [-0.0498, -0.3696, -1.7012], [-0.0527, 2.2678, -1.6483], [1.6378, 0.2635, -3.3491], [2.0514, 3.6627, -0.8545], [-0.6038, -1.8331, -1.2209], [3.0163, -2.0110, 0.3488], [1.0997, 0.1293, 1.3704], [1.1141, -4.6338, -0.7257], [-3.7539, 3.1550, -0.1193], [-1.2365, 3.1331, -1.2156], [-2.7618, -0.7561, -0.6226], [0.0142, -2.8064, 3.1371], [1.6415, -3.3468, -1.2000], [1.0429, -1.7110, 4.1067]]}